No. 1
C43H36Cl2F3NO23 | ωB97M-V/def2-TZVPD

ΔE to the lowest compared entry with this formula, charge and spin	0.0	kJ/mol
E	-126952.7098	eV
E_HOMO	-9.28	eV
charge	0
SMILES	CC[C@@]1(C(F)(F)F)C(=O)O[C@@H](N(C)C(C)=O)[C@H]1/C(Cl)=C(/C)Cl.O=C1C=C(O)C(=O)C=C1O.O=C1C=C(O)C(=O)C=C1O.O=C1C=C(O)C(=O)C=C1O.O=C1C=C(O)C(=O)C=C1O.O=C1C=C(O)C(=O)C=C1O

Geometry (Å):
C  4.944  -3.893  1.174
C  1.647  -4.295  2.201
N  1.406  -3.742  0.852
O  -2.680  -3.423  8.335
C  2.905  0.323  -0.892
Cl  1.402  -2.005  -1.732
C  -1.468  3.358  2.303
C  2.328  1.777  -4.760
H  3.487  1.091  -0.383
O  -10.302  -4.525  4.475
H  2.368  5.672  -6.516
C  -0.838  2.641  1.360
C  1.465  8.694  -6.455
O  -1.084  10.985  -5.205
O  2.584  -5.707  0.138
C  -3.587  -2.205  4.969
C  3.028  3.020  -4.993
O  4.496  -6.844  -0.056
C  -1.630  -3.927  6.292
H  -3.450  -2.878  8.591
H  -8.411  -1.450  1.870
H  4.153  -3.268  1.594
C  0.951  1.593  -5.348
O  -4.433  -1.925  7.156
H  3.414  10.865  -4.526
C  2.666  9.319  -5.783
O  2.768  0.845  -4.109
C  2.960  -2.194  -0.946
H  5.889  -4.503  2.999
H  -0.475  6.905  2.510
O  0.586  4.740  -6.918
F  6.155  -3.380  -1.677
O  1.050  12.000  -4.134
C  -9.268  -4.081  4.011
H  1.912  0.298  -0.444
C  5.678  -4.539  -1.214
C  2.431  3.980  -5.715
H  -2.219  2.932  2.952
C  -0.031  -3.741  0.692
O  -0.673  -2.727  0.876
H  -5.067  -3.843  3.371
O  1.664  7.710  -7.148
H  -0.037  -5.903  0.329
H  1.279  5.080  -0.045
H  -0.491  1.076  0.411
C  -3.618  -2.418  6.398
Cl  5.171  -0.901  -0.050
C  -7.949  -4.613  4.281
C  0.534  4.653  0.611
C  5.365  -4.980  2.165
C  -8.329  -2.304  2.527
H  3.292  -4.000  -1.940
H  -7.867  -5.470  4.934
H  -0.635  2.430  -6.492
H  3.609  7.957  -6.623
C  -2.646  -2.820  4.232
H  -11.203  -3.095  3.429
O  -5.972  -2.360  2.375
H  -4.331  -1.551  4.537
C  0.214  3.249  0.460
H  5.794  -3.224  1.050
F  6.705  -5.175  -0.658
C  -7.009  -2.825  2.811
H  2.703  -4.446  2.395
C  2.059  -4.436  -0.246
C  1.259  11.007  -4.806
O  -10.644  -2.495  2.897
H  4.522  -5.537  2.581
C  3.562  -1.018  -0.675
C  1.044  3.804  -6.294
H  -0.882  -4.571  6.730
C  2.562  10.408  -5.008
H  -0.861  11.739  -4.625
O  0.116  6.654  1.772
H  -1.105  -4.940  -0.705
C  0.162  9.282  -6.243
C  -0.100  5.368  1.551
H  4.017  3.136  -4.573
H  -1.798  -3.216  2.602
O  -5.636  -4.436  3.902
C  0.352  2.550  -6.069
H  -1.549  -5.214  0.982
O  -2.558  -2.687  2.922
O  3.812  8.704  -6.029
C  -1.138  4.757  2.464
O  0.741  2.510  -0.352
C  -0.707  -5.042  0.310
O  2.996  5.149  -5.975
O  -1.074  1.358  1.141
H  1.054  -0.069  -4.530
C  3.916  -5.797  -0.060
C  0.058  10.370  -5.466
C  3.285  -3.681  -0.889
H  1.352  -4.633  -1.051
C  -9.395  -2.891  3.088
C  4.505  -4.356  -0.234
O  -1.638  5.498  3.290
C  -1.615  -3.736  4.859
H  -0.691  8.819  -6.719
C  -2.571  -3.311  7.022
H  1.099  -5.227  2.387
C  -6.883  -4.029  3.716
O  0.406  0.416  -5.078
H  2.832  0.548  -1.957
H  6.050  -5.701  1.719
H  1.285  -3.560  2.924
F  5.304  -5.236  -2.297
O  -0.810  -4.272  4.115

No. 2
C36H40BNP2Ti | ωB97M-V/def2-TZVPD

ΔE to the lowest compared entry with this formula, charge and spin	39.7	kJ/mol
E	-81832.6980	eV
spin multiplicity	3
E_HOMO (spin up / spin down)	-6.64 / -7.99	eV
charge	0

Geometry (Å):
C  2.605  4.588  -5.432
H  2.404  0.064  0.212
C  1.968  -0.377  -9.698
H  3.000  5.567  -5.176
C  -1.214  -2.203  -10.249
H  4.466  3.535  -5.070
C  -0.591  2.664  -1.918
C  2.822  1.763  -9.008
C  1.151  -0.496  -1.713
P  1.116  0.587  -7.122
H  -1.076  -1.185  -4.838
H  -2.520  -3.668  -8.029
C  1.264  4.448  -5.778
H  3.666  1.428  -6.054
H  -2.793  1.970  0.618
C  2.963  2.255  -5.907
B  1.347  -0.455  -0.129
H  -1.058  1.624  0.593
H  -3.609  0.568  -3.760
H  2.888  0.036  -5.185
C  -3.025  1.164  -3.037
H  0.591  5.305  -5.781
C  2.801  1.178  -11.354
H  -1.427  0.906  -4.549
H  -2.325  2.408  -4.649
H  -2.255  -0.139  -8.456
H  1.647  -1.397  -9.486
C  -1.843  1.724  -3.907
H  1.387  -1.551  0.419
H  -1.518  3.780  -0.364
C  -2.288  -3.508  -6.977
P  -0.292  -1.539  -7.567
H  -2.669  3.140  -1.509
C  -1.064  -4.532  -10.917
H  -1.588  -1.191  -10.444
H  -3.767  -4.919  -6.326
H  -3.231  -4.653  -3.920
H  1.993  -0.769  -11.845
C  1.610  2.107  -6.266
C  -2.253  0.407  -0.689
C  -2.983  -4.230  -6.023
C  0.039  -4.702  -10.058
N  0.983  -0.550  -2.889
C  -1.620  -3.256  -11.088
C  -1.172  -2.259  -5.185
C  -0.686  2.369  -3.229
C  2.232  -0.067  -11.032
C  2.901  -1.050  -4.888
C  -0.522  1.033  -7.783
H  -1.465  -2.959  -3.200
H  1.297  -3.768  -8.548
C  3.161  2.067  -10.327
H  0.570  -5.658  -10.021
C  0.426  -3.663  -9.211
H  -2.036  -0.449  -0.041
H  3.096  2.457  -8.222
H  0.359  2.997  -1.547
H  -2.908  -0.854  -2.201
C  -1.260  -0.071  -8.015
C  0.745  3.201  -6.135
H  0.509  0.156  0.534
H  3.013  1.459  -12.391
H  3.516  -1.103  -3.984
H  -3.672  1.974  -2.664
C  -1.741  2.891  -0.979
C  -1.345  -2.568  -6.547
C  -2.758  0.195  -1.931
C  2.111  0.606  -8.697
C  -0.358  -2.486  -9.157
C  3.435  3.470  -5.423
H  3.684  3.003  -10.527
H  -0.323  3.079  -6.337
H  -1.479  -5.392  -11.452
C  -1.953  1.714  -0.036
C  -2.676  -4.077  -4.665
C  -1.721  -3.136  -4.247
H  0.175  2.505  -3.906
H  3.398  -1.667  -5.638
Ti  0.880  -0.809  -5.210
H  -0.743  2.063  -8.049
H  -2.393  -3.098  -11.853

No. 3
C27H30EuF5N10O3 | ωB97M-V/def2-TZVPD

ΔE to the lowest compared entry with this formula, charge and spin	0.0	kJ/mol
E	-82442.8479	eV
spin multiplicity	7
E_HOMO (spin up / spin down)	-6.59 / -6.59	eV
charge	0

Geometry (Å):
H  1.813  -1.552  8.738
O  1.503  -1.852  -0.858
C  0.477  -4.435  1.529
H  -0.781  -5.691  2.752
C  1.512  -2.953  -0.184
C  -0.873  3.881  -2.474
C  -2.322  -0.818  -1.584
F  -1.453  3.998  -3.677
C  -1.684  -3.796  2.370
N  -2.489  -0.100  -0.446
H  2.328  1.397  -4.021
H  3.345  -5.793  0.304
C  -0.745  2.666  -1.837
C  2.044  -2.016  7.784
H  -3.645  1.297  1.335
H  -0.826  1.962  2.127
N  1.759  -6.436  2.192
H  -5.219  1.362  0.524
N  1.835  1.563  -3.152
F  0.751  3.566  1.267
H  3.062  -2.412  7.815
C  -5.894  0.148  -1.712
H  2.073  -0.390  -2.560
H  -2.760  0.121  3.019
H  -2.580  -3.997  2.943
H  -3.542  -0.460  -3.328
C  0.493  -5.880  5.453
H  -0.302  -5.130  7.301
H  0.615  -0.001  -3.174
N  1.365  0.338  -2.585
C  -0.678  -4.724  2.277
H  3.276  -3.747  -1.085
N  1.501  -6.638  3.422
H  2.922  -4.352  3.642
C  -0.402  5.007  -1.826
H  2.807  -0.160  1.398
C  -3.641  -0.903  -2.336
H  1.976  -1.268  6.989
H  -6.126  -0.152  -2.730
H  -0.154  -6.748  5.415
C  2.156  -3.652  5.511
O  -1.252  -1.283  -1.952
C  0.467  -3.237  0.777
C  1.588  -5.333  1.419
N  -4.250  1.100  0.522
H  -2.581  1.631  3.630
C  -0.200  2.461  -0.589
C  1.812  0.128  1.768
N  -0.526  -2.317  0.900
H  1.602  -0.593  2.578
H  -2.302  -1.810  1.764
H  -6.115  1.212  -1.614
C  0.409  -4.987  6.498
C  1.387  -5.659  4.393
H  -3.975  -1.938  -2.433
C  -1.540  -2.580  1.694
O  1.092  -3.048  7.612
C  -3.763  0.315  -0.425
H  -6.535  -0.416  -1.030
H  2.813  -2.793  5.519
C  0.163  4.881  -0.570
N  -4.494  -0.119  -1.467
Eu  0.192  -0.045  -0.146
C  2.537  -5.082  0.416
C  0.236  3.625  0.004
F  -0.508  6.208  -2.400
N  -1.132  1.017  2.332
F  0.601  5.976  0.066
C  2.216  -4.534  4.442
C  2.504  -3.934  -0.349
N  -2.487  1.068  2.791
F  -1.236  1.567  -2.500
C  1.246  -3.869  6.539
H  2.480  1.988  -2.501
H  -0.514  0.648  3.047
H  1.964  1.096  2.268